Record 1
Formula: C47H125N8O18
Source: the Open Molecules 2025 dataset
Level of theory: ωB97M-V with the def2-TZVPD basis set

```
198
C47H125N8O18 (ωB97M-V with the def2-TZVPD basis set)
C -13.15072 -11.28081 8.06444
C -14.59638 -10.95738 8.03572
C -15.29720 -12.28042 7.84467
C -15.46374 -13.10710 9.15009
C -16.27794 -12.26759 10.15550
C -15.50796 -10.90430 10.46374
N -15.09860 -10.25223 9.21851
O -14.75260 -8.79387 9.43722
C -14.35744 -11.12336 11.59582
C -16.62856 -10.13237 11.25082
C -14.81635 -10.19547 6.69350
H -12.47445 -10.42642 8.09241
H -12.77387 -11.83021 7.20175
H -13.01673 -11.75854 9.03497
H -14.89772 -12.91495 7.05355
H -16.32680 -12.18766 7.49911
H -14.44556 -13.31977 9.47596
H -15.94901 -14.04934 8.89555
H -16.47649 -12.77616 11.09891
H -17.30692 -12.22909 9.79798
H -14.59983 -11.69186 12.49368
H -13.92391 -10.19671 11.97196
H -13.58517 -11.65625 11.04108
H -16.32207 -9.17493 11.67211
H -17.05146 -10.68017 12.09294
H -17.47993 -9.92175 10.60359
H -15.85995 -10.09755 6.39450
H -14.35603 -10.77571 5.89380
H -14.27917 -9.24773 6.72973
C -9.10414 -15.73151 5.08340
C -10.59978 -15.76214 5.31266
C -11.16222 -14.85458 6.34133
O -10.69243 -15.22247 7.64426
C -10.96923 -14.40230 8.71983
N -11.29569 -15.71585 4.04728
H -8.89871 -14.79425 4.56625
H -8.88935 -16.43969 4.28312
H -8.48916 -15.84760 5.97583
H -10.76889 -16.76131 5.71410
H -12.25051 -14.79749 6.36273
H -10.78557 -13.84735 6.16322
H -10.58303 -13.39296 8.57776
H -10.43980 -14.73266 9.61351
H -12.05232 -14.32586 8.81565
H -10.96336 -16.57252 3.62804
H -12.22475 -16.10565 4.11793
C -16.46688 -9.39224 3.00265
C -16.02753 -10.34023 1.79498
C -17.21515 -10.52338 0.83811
O -16.98039 -11.44273 -0.22589
C -16.45017 -12.76156 0.05197
N -15.03681 -9.66288 1.07560
H -15.72113 -9.05036 3.72034
H -17.13495 -10.00971 3.60308
H -16.95501 -8.51313 2.58193
H -15.68527 -11.32693 2.10704
H -17.64564 -9.62023 0.40555
H -17.98529 -10.82571 1.54775
H -16.47628 -13.39969 -0.83133
H -17.19793 -13.10230 0.76811
H -15.54472 -12.90639 0.64128
H -14.88912 -10.14877 0.20256
H -15.38379 -8.79035 0.70360
C -15.61890 -16.08265 11.75287
C -14.41236 -15.63351 12.47738
C -14.86042 -15.17638 13.93663
O -13.72610 -14.58144 14.48651
C -13.83813 -14.07355 15.84276
N -13.44341 -16.72671 12.54180
H -15.40865 -16.07139 10.68340
H -16.55099 -15.56353 11.97608
H -15.89391 -17.10192 12.02411
H -14.02875 -14.75651 11.95602
H -15.09118 -16.12660 14.41822
H -15.76043 -14.56282 13.89626
H -12.96360 -13.43071 15.94305
H -13.78593 -14.88066 16.57348
H -14.84999 -13.69725 15.99323
H -12.67313 -16.56867 13.17568
H -13.91500 -17.55588 12.87374
C -23.27016 -5.41504 10.11433
C -22.30604 -5.01723 11.30090
C -20.86279 -5.55997 11.26584
O -20.95133 -7.00138 11.39984
C -19.71723 -7.69637 11.30120
N -22.51216 -3.57643 11.43683
H -22.98980 -4.96824 9.16046
H -24.32334 -5.21733 10.31391
H -23.28256 -6.46716 9.82975
H -22.88598 -5.36702 12.15496
H -20.24780 -5.02665 11.99072
H -20.43187 -5.23652 10.31832
H -19.71449 -8.77279 11.47272
H -19.12515 -7.39711 12.16606
H -19.18247 -7.24170 10.46729
H -23.41806 -3.21567 11.70010
H -21.92257 -3.18198 12.15578
C -22.44474 -7.99293 6.02479
C -21.75717 -9.31006 6.40855
C -20.48263 -9.28472 7.18801
O -20.02674 -10.64737 7.53571
C -18.95046 -10.63155 8.36240
N -22.75258 -10.20607 7.04674
H -23.37872 -8.13768 5.48181
H -21.91052 -7.30374 5.37078
H -22.54486 -7.51195 6.99779
H -21.58823 -9.84192 5.47224
H -20.43690 -8.59334 8.02944
H -19.74545 -8.86627 6.50277
H -17.97684 -10.60922 7.87286
H -19.08970 -11.46989 9.04497
H -18.92410 -9.80791 9.07587
H -22.32208 -11.11829 6.99559
H -23.54547 -10.21743 6.42121
C -13.43075 -10.13149 15.63798
C -13.37670 -8.63129 15.12494
C -12.53832 -7.69299 16.12196
O -12.40146 -6.31305 15.50195
C -13.40956 -5.34453 15.78829
N -12.61463 -8.75096 13.83846
H -12.42858 -10.52213 15.81450
H -13.91677 -10.75327 14.88614
H -13.67912 -10.24689 16.69301
H -14.36000 -8.17374 15.01597
H -11.52744 -8.08694 16.22694
H -13.13401 -7.70133 17.03476
H -14.40728 -5.59919 15.43079
H -13.15574 -4.33934 15.45176
H -13.62374 -5.24878 16.85274
H -11.78602 -9.32371 13.91234
H -13.20279 -9.23311 13.17386
C -20.56890 -15.32727 10.50339
C -21.84666 -14.90349 9.70951
C -21.67442 -14.33586 8.28472
O -20.50612 -14.83177 7.55495
C -19.45716 -13.87627 7.35190
N -22.56965 -16.11240 9.77619
H -20.04638 -14.40869 10.77041
H -19.74705 -15.72026 9.90488
H -20.68989 -15.87913 11.43554
H -22.26478 -14.16991 10.39882
H -21.58036 -13.25174 8.34747
H -22.60632 -14.46425 7.73411
H -18.56819 -14.26984 6.85901
H -19.26204 -13.46170 8.34092
H -19.66408 -13.00666 6.72815
H -23.23791 -16.15701 9.02018
H -21.92204 -16.84643 9.52736
C -15.55340 -6.02134 7.22506
C -16.37974 -7.16685 6.62166
O -17.03141 -7.99191 7.62299
O -14.19280 -6.38521 7.54473
H -16.10220 -5.52003 8.02231
H -15.44780 -5.22225 6.49130
H -15.78053 -7.73118 5.90711
H -17.04812 -6.64354 5.93792
H -16.34698 -8.45403 8.11248
H -14.26496 -7.28530 7.87066
C -11.00904 -9.67695 10.60586
C -9.50144 -9.45749 10.40526
O -8.97284 -8.46662 11.23663
O -11.84644 -8.64934 10.25061
H -11.22939 -10.06516 11.60027
H -11.41362 -10.41125 9.90928
H -9.26846 -9.09872 9.40272
H -8.88657 -10.35269 10.49824
H -8.02478 -8.57374 11.34306
H -12.59581 -9.12756 9.88820
C -9.86588 -10.35391 5.41106
C -8.67049 -10.53988 6.42147
O -8.10237 -9.32373 6.77179
O -9.45195 -10.52134 3.98314
H -10.32049 -9.37041 5.53005
H -10.54923 -11.14238 5.72641
H -8.03857 -11.20187 5.82940
H -8.97085 -10.95017 7.38559
H -7.88590 -9.41502 7.70260
H -9.80067 -11.39159 3.77660
C -14.83215 -5.89020 11.86876
C -14.19017 -4.45180 11.58388
O -13.03793 -4.19718 12.45972
O -13.89915 -6.85458 11.55641
H -15.71349 -6.08012 11.25617
H -15.15378 -5.99577 12.90487
H -15.04054 -3.78758 11.73811
H -13.99768 -4.15838 10.55192
H -12.96769 -3.24816 12.58636
H -14.46532 -7.57951 11.28159
C -12.45980 -12.35648 2.06375
C -12.36854 -12.09839 3.51695
O -11.26343 -12.83829 3.95221
O -12.98129 -13.66211 1.83650
H -11.57288 -12.07671 1.49523
H -13.18422 -11.61849 1.71924
H -13.28662 -12.31612 4.06268
H -12.28372 -11.01639 3.61788
H -11.29590 -13.79738 3.97823
H -12.29353 -14.30138 2.03631
```

## Properties
DFT total energy in Eh: -3657.5683
Net charge: -1
2S+1: 1



Record 2
Formula: C47H128N8O13
Source: the Open Molecules 2025 dataset
Level of theory: ωB97M-V with the def2-TZVPD basis set

```
196
C47H128N8O13 (ωB97M-V with the def2-TZVPD basis set)
C 1.92500 0.82715 3.12389
C 1.27349 -0.08173 4.11539
C 1.02770 0.55573 5.48853
O 0.07330 -0.63968 3.53671
H 2.22944 0.27682 2.20568
H 2.84294 1.39023 3.34252
H 1.17913 1.60868 2.83950
H 1.85820 -0.93915 4.33891
H 0.26454 1.31139 5.40851
H 1.99914 0.93584 5.86940
H 0.64734 -0.24319 6.17114
H -0.67184 0.02751 3.50059
C 0.65786 -2.00167 -6.00702
C -0.24421 -3.21937 -6.15321
C 0.56679 -4.51348 -6.12180
O -1.20391 -3.12426 -5.12662
H 0.14171 -1.12918 -6.28124
H 1.43599 -1.92121 -6.68897
H 0.96160 -1.92376 -4.95901
H -0.70015 -3.17678 -7.13012
H 0.79602 -4.82489 -5.13899
H 1.44188 -4.36907 -6.74388
H 0.01407 -5.25353 -6.59336
H -1.75403 -3.89037 -5.03824
C -4.87072 0.44270 -4.24698
C -3.46259 -0.07251 -4.43193
C -2.99049 -0.83478 -3.21702
O -3.44425 -0.86904 -5.64511
H -5.12433 1.22732 -4.95221
H -5.11524 0.70810 -3.22047
H -5.57421 -0.38896 -4.40332
H -2.89705 0.83450 -4.53549
H -3.82079 -1.47787 -2.79375
H -2.87390 -0.01966 -2.48359
H -2.11276 -1.43240 -3.28385
H -2.69697 -1.45329 -5.47169
C -4.28915 -6.59553 -4.50847
C -4.84860 -5.23385 -4.81803
C -5.53805 -4.72162 -3.58761
O -3.80486 -4.31379 -5.21909
H -3.71751 -6.93625 -5.37357
H -5.13473 -7.18918 -4.42123
H -3.74275 -6.46219 -3.53461
H -5.48552 -5.34528 -5.70597
H -4.73232 -4.02083 -3.10732
H -5.81306 -5.43737 -2.81342
H -6.43024 -4.07531 -3.72562
H -4.21709 -3.56956 -5.73121
C 1.95271 -5.36522 -1.00368
C 2.82007 -4.23170 -1.50080
C 4.30828 -4.57156 -1.71440
O 2.27028 -3.66720 -2.68450
H 0.90078 -5.04643 -0.84581
H 2.34977 -5.68354 -0.07267
H 1.99292 -6.14134 -1.71479
H 2.74132 -3.38845 -0.76658
H 4.54938 -5.39089 -2.39657
H 4.74378 -4.60016 -0.72101
H 4.79668 -3.68816 -2.12833
H 2.84518 -2.96157 -3.01407
C -2.93105 2.29050 3.06972
C -2.61007 3.43227 2.18424
C -3.87420 3.74230 1.48504
O -3.71113 4.39995 0.23250
C -5.02813 4.53076 -0.38552
N -1.99059 4.54582 2.91095
H -2.04227 2.16635 3.72645
H -2.99196 1.35572 2.47608
H -3.74343 2.35183 3.78670
H -1.93310 3.14505 1.35577
H -4.49662 4.46385 2.16111
H -4.29775 2.76886 1.21736
H -5.69800 4.84353 0.39167
H -5.37442 3.56777 -0.77837
H -4.91563 5.25219 -1.14318
H -2.46490 4.80896 3.73716
H -1.69198 5.39393 2.40658
C -2.22196 -3.06341 4.65811
C -3.06374 -4.32592 4.53321
C -3.24024 -4.61749 3.05921
O -3.95693 -5.88465 2.93151
C -4.36095 -6.13116 1.62663
N -2.50876 -5.49315 5.15189
H -1.15574 -3.05122 4.20283
H -2.12391 -2.82982 5.69458
H -2.79199 -2.22865 4.11931
H -4.05646 -4.02402 4.88910
H -2.25770 -4.84965 2.68770
H -3.56868 -3.76661 2.45663
H -4.40828 -7.23199 1.46075
H -3.64311 -5.58626 0.97432
H -5.33891 -5.78141 1.32964
H -2.30040 -5.43845 6.14090
H -3.01629 -6.33981 5.06354
C 3.48039 6.33686 -0.98585
C 3.35182 4.84269 -1.11027
C 2.73179 4.34862 -2.40106
O 1.30939 4.58667 -2.17714
C 0.46948 4.19551 -3.31794
N 4.77676 4.42195 -0.97568
H 2.60237 6.97814 -1.21929
H 4.32421 6.68219 -1.61960
H 3.79956 6.55581 0.03781
H 2.70014 4.50581 -0.36680
H 2.93429 3.33719 -2.65738
H 3.05185 4.93717 -3.25122
H 0.55464 4.97833 -4.07258
H -0.54638 4.32589 -2.92554
H 0.68943 3.23585 -3.67863
H 4.86857 3.40109 -1.14016
H 5.12162 4.60231 -0.03739
C 4.32025 3.13706 5.73713
C 4.22586 3.59002 4.29962
C 2.86500 4.26843 4.02393
O 2.91727 4.57602 2.65521
C 1.62443 5.16306 2.16214
N 5.34097 4.39007 3.82938
H 3.45022 2.54157 6.02401
H 4.24597 3.96683 6.43662
H 5.16150 2.51304 6.12311
H 4.25977 2.66793 3.69816
H 2.74063 5.15809 4.67507
H 2.08220 3.56573 4.22557
H 1.29431 5.99852 2.76048
H 0.76208 4.47434 2.14074
H 1.77442 5.53871 1.15044
H 5.18445 5.30699 4.18193
H 5.26407 4.52029 2.86162
C -1.03966 7.67823 -1.36235
C -0.87782 7.25492 0.13014
C -2.14100 7.65016 0.85692
O -1.95738 7.58587 2.27186
C -3.08658 7.94853 3.07567
N -0.64311 5.83198 0.26805
H -2.07428 7.54002 -1.73795
H -0.37259 7.12312 -1.98998
H -0.81555 8.76522 -1.50462
H -0.02890 7.76875 0.55327
H -2.98289 6.94302 0.58389
H -2.41435 8.75600 0.64435
H -3.91004 7.25984 2.80359
H -3.28455 9.02830 3.01250
H -2.82491 7.70422 4.08601
H -1.52116 5.34138 0.08315
H 0.00458 5.51270 -0.45303
C 2.55466 -3.52837 2.67455
C 1.29992 -3.76241 3.51792
C 0.69081 -5.11755 3.14873
O 0.27145 -5.06413 1.83665
C -0.07044 -6.35789 1.33590
N 1.66296 -3.51176 4.93394
H 2.31068 -3.45923 1.57214
H 3.23897 -4.32342 2.99280
H 3.07747 -2.63722 2.89323
H 0.56187 -2.95953 3.27570
H -0.08654 -5.27604 3.93979
H 1.41664 -5.89129 3.27072
H -0.96144 -6.78645 1.81896
H 0.84353 -7.02263 1.50149
H -0.22951 -6.28892 0.29329
H 2.48868 -3.97424 5.14997
H 1.09216 -4.00160 5.62187
C 3.56278 0.75485 -2.10741
C 4.40730 -0.32712 -1.45075
C 5.35539 -0.96514 -2.43804
O 4.59454 -1.59561 -3.42795
C 5.43032 -1.95875 -4.47780
N 5.25058 0.37636 -0.43733
H 4.08133 1.54110 -2.64503
H 2.91283 1.29282 -1.32039
H 2.79831 0.41956 -2.78581
H 3.64567 -1.00411 -1.06003
H 6.11154 -1.63286 -1.90406
H 5.87490 -0.08049 -2.81305
H 4.82209 -2.35364 -5.29829
H 6.04973 -2.83277 -4.15629
H 6.02779 -1.15762 -4.88441
H 4.68494 0.86522 0.22351
H 5.94532 -0.22592 -0.06741
C -1.12773 -2.72674 -0.95856
C -0.69106 -1.94741 0.27368
C -0.79056 -0.41346 0.08190
O 0.17382 0.06799 -0.83523
C 0.10350 1.48081 -1.06370
N -1.51857 -2.33571 1.38602
H -2.14490 -2.39058 -1.19680
H -1.24198 -3.86489 -0.84534
H -0.42888 -2.67577 -1.78595
H 0.35305 -2.11275 0.62148
H -0.52235 0.08450 1.05297
H -1.77524 -0.03955 -0.09157
H 0.78699 2.12336 -0.44262
H -0.91890 1.79156 -0.90579
H 0.33456 1.59086 -2.12253
H -1.40671 -3.34516 1.49335
H -1.15214 -1.90645 2.22600
```

## Properties
DFT total energy in Eh: -3283.3932
2S+1: 1



In order of appearance, HOMO-LUMO gap = 5.6385; 9.2946 eV.
In order of appearance, LUMO = 1.81; 0.56 eV.